{"formula": "C25H50N3O6", "method": "the ωB97M-V functional and the def2-TZVPD basis", "max_force_ev_per_a": 3.6, "e_homo_ev": -12.164, "de_lowest_ev": 0.000, "smiles": "CCCCN[C@H]1O[C@](N)(C[C@@H]2CO2)[C@@H](CCCCCCOC(C)=O)[N@@H+](CCCCCOC)[C@H]1O", "orbital_gap_ev": 9.5, "multiplicity": 1, "charge": 1, "elements": ["C", "C", "C", "C", "N", "C", "O", "C", "N", "C", "C", "C", "O", "C", "C", "C", "C", "C", "C", "C", "O", "C", "C", "O", "N", "C", "C", "C", "C", "C", "O", "C", "C", "O", "H", "H", "H", "H", "H", "H", "H", "H", "H", "H", "H", "H", "H", "H", "H", "H", "H", "H", "H", "H", "H", "H", "H", "H", "H", "H", "H", "H", "H", "H", "H", "H", "H", "H", "H", "H", "H", "H", "H", "H", "H", "H", "H", "H", "H", "H", "H", "H", "H", "H"], "positions_angstrom": [[0.350961, 4.314206, -0.339077], [1.697240, 5.055502, -0.372458], [2.792226, 4.318302, -1.186553], [3.808038, 3.663891, -0.243936], [4.260832, 2.346181, -0.678107], [3.248906, 1.352784, -0.774691], [3.896748, 0.122747, -0.973705], [3.031257, -1.000019, -1.197474], [3.529622, -2.116271, -0.404243], [3.148969, -1.312660, -2.732343], [3.695302, -2.670924, -3.023263], [5.189453, -2.748324, -2.993718], [4.264935, -2.781357, -4.235946], [1.532829, -0.712119, -0.924473], [0.746466, -2.033566, -0.920939], [-0.563292, -1.912216, -1.717802], [-1.702550, -1.222970, -0.970216], [-3.060531, -1.498851, -1.648332], [-4.056101, -0.355846, -1.485458], [-5.512355, -0.866677, -1.551864], [-6.109527, -0.850934, -0.243800], [-6.275742, -2.099223, 0.308539], [-5.491198, -2.320735, 1.579877], [-6.996154, -2.959601, -0.187003], [1.259768, 0.246843, 0.214647], [0.672880, -0.322349, 1.474315], [0.366319, 0.755618, 2.496074], [-0.430256, 0.272435, 3.727234], [-1.096378, -1.099688, 3.626214], [-2.383515, -0.997639, 2.811727], [-3.387092, -0.356493, 3.569332], [-3.930499, 0.779959, 2.949822], [2.438276, 1.173595, 0.531993], [3.269743, 0.682860, 1.507226], [-0.453615, 5.043035, -0.345639], [0.193996, 3.691525, -1.217393], [0.198566, 3.736548, 0.572034], [1.521154, 6.025363, -0.823915], [2.020513, 5.245978, 0.646294], [3.271444, 5.067849, -1.801809], [2.274614, 3.602525, -1.813971], [3.444741, 3.644442, 0.786729], [4.686553, 4.299114, -0.210503], [5.066239, 2.016774, -0.167805], [2.604709, 1.614736, -1.620132], [4.493423, -1.903363, -0.166815], [3.041826, -2.181840, 0.485084], [3.864993, -0.646716, -3.193134], [2.171053, -1.288110, -3.208419], [3.172003, -3.524519, -2.634695], [5.764933, -1.900366, -3.330195], [5.628321, -3.716093, -3.173388], [1.214898, -0.188088, -1.815040], [0.561717, -2.460297, 0.059328], [1.332653, -2.771470, -1.452935], [-0.379649, -1.456134, -2.685609], [-0.885048, -2.936008, -1.904546], [-1.507900, -0.146201, -0.968619], [-1.761043, -1.590672, 0.049354], [-3.467680, -2.401606, -1.200570], [-2.866005, -1.717905, -2.694837], [-3.932312, 0.125982, -0.519254], [-3.924560, 0.390863, -2.262944], [-5.542518, -1.882600, -1.926132], [-6.076735, -0.207869, -2.199887], [-6.060344, -2.926967, 2.269033], [-4.572368, -2.825021, 1.296936], [-5.274907, -1.364426, 2.042728], [0.548099, 0.894046, -0.125196], [-0.266932, -0.770897, 1.192277], [1.341130, -1.073444, 1.875699], [1.263906, 1.247962, 2.849483], [-0.198772, 1.539014, 1.983146], [-1.228061, 0.984189, 3.905700], [0.192566, 0.323992, 4.613244], [-0.456893, -1.872484, 3.209685], [-1.420528, -1.381162, 4.622161], [-2.710316, -1.984138, 2.486137], [-2.216894, -0.390025, 1.917504], [-3.205003, 1.594520, 2.865138], [-4.760887, 1.158617, 3.532145], [-4.308180, 0.572040, 1.946676], [1.987655, 2.106116, 0.841393], [3.409863, -0.263269, 1.423873]], "forces_ev_per_angstrom": [[-0.061, 0.442, 0.198], [-0.284, -0.288, -0.526], [-0.595, 0.531, 1.211], [0.512, -0.153, -0.290], [-0.038, 0.242, -0.328], [0.194, -0.067, 0.298], [-0.268, 0.008, 0.058], [0.340, -0.016, -0.768], [-0.218, 0.614, 0.608], [-0.447, -0.692, 0.804], [1.072, 0.469, 1.474], [-0.899, -0.753, -3.410], [-0.031, -0.276, -0.997], [0.557, -0.660, -0.309], [-0.516, 0.464, -0.783], [-0.187, -0.757, 1.120], [-0.035, 0.001, -0.926], [0.649, 0.437, 0.438], [-0.648, -0.671, -0.094], [0.261, 0.578, -0.052], [0.491, -0.593, 0.226], [-1.632, -1.661, -0.579], [-0.574, 0.667, -0.288], [1.632, 1.846, 0.663], [0.018, 0.237, 0.702], [-0.153, 0.190, 0.348], [-0.130, 0.447, -0.009], [0.010, -0.224, -0.040], [-0.646, 0.612, -0.140], [0.230, 0.265, -0.127], [-0.014, -0.197, 0.239], [-0.128, 0.419, -0.295], [0.513, -0.224, -1.164], [-0.620, 0.266, 0.894], [-0.221, 0.032, 0.053], [0.063, -0.168, -0.105], [0.108, -0.287, 0.054], [0.006, 0.177, -0.059], [0.172, 0.103, 0.117], [0.290, -0.218, -0.364], [0.218, -0.121, -0.333], [-0.288, 0.000, 0.122], [0.202, 0.034, 0.045], [-0.027, -0.115, 0.148], [-0.268, -0.089, -0.009], [0.185, -0.295, -0.243], [-0.075, -0.165, -0.036], [-0.294, 0.581, -0.091], [-0.078, 0.470, -0.237], [-0.301, -0.415, 0.123], [0.474, 0.412, 1.322], [0.543, -0.172, 1.264], [-0.196, 0.406, -0.001], [0.060, 0.080, 0.214], [0.416, -0.050, 0.041], [0.003, 0.148, -0.182], [-0.069, -0.120, -0.207], [-0.124, 0.217, 0.247], [0.104, 0.073, 0.239], [-0.087, -0.227, -0.021], [-0.228, -0.009, -0.229], [0.064, 0.152, 0.136], [0.221, 0.169, -0.042], [-0.186, -0.124, -0.304], [-0.395, -0.069, -0.004], [-0.032, -0.310, 0.045], [0.183, -0.105, 0.074], [0.192, -0.020, 0.085], [-0.101, -0.032, -0.100], [0.018, -0.363, -0.166], [0.148, -0.206, -0.067], [0.271, -0.059, -0.027], [-0.187, 0.032, -0.090], [-0.124, 0.187, 0.141], [0.264, -0.107, 0.044], [0.182, -0.178, 0.129], [0.180, -0.339, 0.187], [-0.211, -0.139, 0.041], [0.095, -0.075, -0.253], [0.202, 0.018, 0.009], [-0.112, -0.152, 0.289], [-0.029, -0.130, -0.133], [0.019, 0.156, 0.329], [0.397, -0.090, -0.348]], "lowdin_charge": [-0.104, -0.235, -0.163, -0.198, 0.027, -0.320, -0.013, -0.435, 0.139, -0.033, -0.410, 0.040, -0.051, -0.154, -0.120, -0.178, -0.206, -0.187, -0.152, -0.154, -0.029, -0.483, 0.035, 0.111, 0.054, -0.121, -0.145, -0.154, -0.152, -0.247, -0.170, -0.105, -0.248, 0.076, 0.073, 0.065, 0.049, 0.102, 0.102, 0.111, 0.086, 0.106, 0.127, 0.135, 0.157, 0.115, 0.082, 0.139, 0.126, 0.138, 0.114, 0.109, 0.141, 0.123, 0.111, 0.122, 0.126, 0.112, 0.089, 0.116, 0.119, 0.101, 0.115, 0.120, 0.124, 0.096, 0.083, 0.059, 0.176, 0.085, 0.139, 0.113, 0.115, 0.105, 0.117, 0.109, 0.126, 0.113, 0.097, 0.086, 0.099, 0.069, 0.139, 0.101]}